Density functional theory data (ωB97M-V/def2-TZVPD) for 7 unconnected molecules or ions with the total composition C41H42NS in a non-equilibrium geometry.

CARTESIAN COORDINATES (ANGSTROEM)
S (2.742, -3.961, -1.017)
N (-2.069, -1.970, -1.136)
C (0.721, -1.575, -1.330)
C (-5.735, -1.742, 0.761)
C (-6.815, -1.485, 1.606)
C (0.233, 3.311, -4.853)
C (-1.629, 6.036, 4.177)
C (7.652, -5.072, -2.419)
C (-1.638, -3.705, 2.430)
C (-1.955, -4.949, 4.476)
C (2.032, 3.107, -6.453)
C (-0.614, -5.331, 4.452)
C (-0.319, -4.177, -0.926)
C (5.919, -7.224, -2.795)
C (5.492, -6.102, -2.085)
C (6.359, -5.024, -1.900)
C (1.339, 3.935, -7.337)
C (-4.812, 0.429, 1.279)
C (-0.462, 4.133, -5.739)
C (0.569, 4.287, 1.391)
C (0.218, -4.893, 3.421)
C (-2.468, -4.138, 3.464)
C (-4.736, -0.784, 0.594)
C (0.334, 2.972, 1.790)
C (-6.894, -0.270, 2.287)
C (-1.809, 8.370, 3.578)
C (-1.472, 7.737, 5.885)
C (0.093, 4.449, -6.979)
C (1.020, -3.191, -1.109)
C (8.081, -6.198, -3.121)
C (-1.465, 6.392, 5.516)
C (-1.805, 7.025, 3.209)
C (0.785, 2.208, -0.457)
C (7.213, -7.274, -3.311)
C (0.905, 4.564, 0.065)
C (-0.850, -1.113, -1.329)
C (1.481, 2.799, -5.209)
C (-5.890, 0.685, 2.126)
C (-1.639, 8.726, 4.916)
C (0.444, 1.932, 0.867)
C (-0.295, -4.079, 2.411)
C (-1.778, -3.434, -0.967)
C (1.012, 3.524, -0.858)
H (1.272, 3.740, -1.892)
H (0.264, 0.907, 1.180)
H (-2.038, -3.075, 1.640)
H (-0.216, -5.968, 5.237)
H (-4.031, 1.175, 1.153)
H (-1.637, 9.774, 5.203)
H (3.495, -3.709, -2.174)
H (0.874, 1.398, -1.175)
H (9.091, -6.238, -3.520)
H (0.490, 5.097, 2.111)
H (0.065, 2.757, 2.821)
H (-0.197, 3.068, -3.885)
H (-3.514, -3.844, 3.481)
H (-1.436, 4.529, -5.463)
H (-5.673, -2.690, 0.233)
H (-1.045, 0.058, -1.469)
H (-0.202, -5.329, -0.757)
H (4.486, -6.066, -1.679)
H (-1.939, 6.747, 2.167)
H (1.264, -5.187, 3.404)
H (-3.898, -0.981, -0.069)
H (-7.595, -2.231, 1.733)
H (1.615, -0.831, -1.458)
H (-1.622, 4.988, 3.889)
H (5.242, -8.062, -2.945)
H (-1.332, 5.622, 6.271)
H (-1.943, 9.140, 2.823)
H (8.326, -4.231, -2.277)
H (3.002, 2.704, -6.733)
H (0.353, -3.737, 1.608)
H (7.546, -8.149, -3.862)
H (3.336, -3.325, 0.120)
H (-2.601, -5.285, 5.283)
H (-5.948, 1.630, 2.662)
H (-0.445, 5.096, -7.667)
H (-7.737, -0.068, 2.942)
H (1.084, 5.589, -0.248)
H (-1.346, 8.015, 6.929)
H (2.023, 2.159, -4.518)
H (-2.725, -4.146, -0.817)
H (6.026, -4.148, -1.350)
H (1.770, 4.178, -8.304)

Output
E_LUMO	-4.981	eV
HOMO-LUMO gap	5.66	eV
largest force on an atom	0.13508	Eh/bohr
total charge	+1
energy above the lowest of the compared OMol25 structures with the same formula, charge and spin	342.7	kJ/mol

Here are the Mulliken charges for atoms 1 to 2, given in e: number 1, S, carries -0.141; number 2, N, carries -0.168

---

Density functional theory data (ωB97M-V/def2-TZVPD) for a molecular structure, C41H42P2STi in a non-equilibrium geometry.

CARTESIAN COORDINATES (ANGSTROEM)
Ti (1.293, -0.650, 2.491)
S (0.240, -0.312, 4.613)
P (1.916, 0.579, -3.903)
P (0.030, -1.979, -3.573)
C (-0.689, 2.485, 3.400)
C (2.845, 0.830, -7.852)
C (-0.655, -0.402, -4.140)
C (3.246, -1.158, 2.669)
C (1.087, 3.176, -2.897)
C (-2.265, 2.762, 5.348)
C (0.170, 0.635, -4.415)
C (-1.648, -2.720, -5.733)
C (-1.500, 1.668, 2.446)
C (-1.598, -4.915, -6.757)
C (0.118, -4.248, -5.153)
C (-1.571, -1.259, 0.147)
C (-1.159, -2.094, -2.112)
C (-0.395, -5.159, -6.080)
C (3.470, 2.071, -8.018)
C (-2.481, -0.285, 4.196)
C (-0.603, -0.404, 9.518)
C (3.480, 3.434, -1.413)
C (2.019, 2.129, -2.891)
C (3.235, 2.281, -2.180)
C (-2.647, 0.075, 5.485)
C (-2.248, -2.967, -1.986)
C (2.388, 0.415, -6.605)
C (3.060, 2.535, -5.668)
C (-0.865, -1.205, -1.051)
C (-2.604, 1.393, 6.171)
C (0.525, -2.390, 8.655)
C (1.295, 4.314, -2.099)
C (-1.043, 3.074, 4.552)
C (-2.549, -2.257, 0.318)
C (0.270, -0.418, 7.165)
C (3.562, 2.918, -6.918)
C (-0.235, 0.275, 8.293)
C (-2.202, -3.673, -6.579)
C (-0.602, -3.054, -4.890)
C (-0.309, -1.774, 9.618)
C (-2.396, 0.453, 2.871)
C (2.479, 4.425, -1.355)
C (0.909, -1.610, 7.503)
C (2.530, 1.256, -5.492)
C (-2.916, -3.094, -0.751)
H (4.031, 3.890, -7.036)
H (0.203, 3.117, -3.523)
H (3.089, 3.241, -4.842)
H (4.447, 3.550, -0.886)
H (4.004, 1.497, -2.240)
H (-2.348, -0.300, 2.065)
H (-2.044, -1.717, -5.752)
H (3.992, -0.397, 2.441)
H (-0.736, -2.367, 10.435)
H (-2.203, 2.412, 2.055)
H (1.769, -1.979, 6.929)
H (3.042, -1.711, 1.667)
H (-2.178, 3.505, 6.176)
H (2.723, 0.170, -8.701)
H (1.064, -4.444, -4.630)
H (-0.374, 3.853, 4.973)
H (3.868, 2.369, -8.997)
H (-0.080, -0.445, -1.164)
H (-3.107, -3.446, -7.107)
H (3.503, -1.891, 3.423)
H (0.174, 2.959, 2.902)
H (1.913, -0.558, -6.473)
H (-2.024, -5.667, -7.427)
H (-3.167, 2.967, 4.731)
H (-0.928, 1.457, 1.528)
H (-3.436, 0.762, 2.807)
H (-3.710, -3.837, -0.616)
H (-0.251, 1.369, 8.312)
H (-1.338, -0.513, 0.943)
H (2.661, 5.313, -0.746)
H (-1.741, -0.320, -4.282)
H (-2.228, -1.356, 4.058)
H (-2.774, -0.828, 6.134)
H (-3.643, 1.589, 6.575)
H (-1.064, 0.123, 10.388)
H (0.144, -6.091, -6.276)
H (0.873, -3.440, 8.805)
H (0.548, 5.110, -2.075)
H (-0.085, 1.478, -5.071)
H (-1.963, 1.349, 7.105)
H (-2.587, -3.542, -2.850)
H (-3.027, -2.382, 1.293)

Output
E_LUMO (alpha / beta)	-0.933 / -0.989	eV
2S+1	3
HOMO-LUMO gap (alpha / beta)	5.96 / 6.47	eV
largest force on an atom	0.06578	Eh/bohr
total charge	0
expectation value of S²	2.464

Here are the Mulliken charges for atoms 1 to 2, given in e: number 1, Ti, carries 0.274; number 2, S, carries 0.197